C28H14F48N10O32S16 as an isolated structure. Source: the OMol25 dataset; level of theory: ωB97M-V/def2-TZVPD.

Element x y z (Å)
1 C -1.030 3.915 -6.470
2 N -0.461 5.127 -5.874
3 C 0.188 4.979 -4.684
4 C 0.780 6.026 -4.122
5 C 0.709 7.319 -4.694
6 C 0.138 7.447 -6.009
7 C -0.530 6.302 -6.515
8 C 1.216 8.493 -3.914
9 C 1.834 9.539 -4.641
10 C 2.276 10.617 -3.958
11 N 2.280 10.660 -2.602
12 C 1.732 9.639 -1.910
13 C 1.133 8.548 -2.524
14 C 2.970 11.706 -1.815
15 H -1.888 4.151 -7.100
16 H -1.235 3.185 -5.687
17 H -0.183 3.550 -7.052
18 H 0.000 3.989 -4.295
19 H 1.182 5.909 -3.126
20 H 0.073 8.427 -6.458
21 H -1.027 6.306 -7.474
22 H 1.789 9.476 -5.719
23 H 2.696 11.414 -4.553
24 H 1.855 9.719 -0.840
25 H 0.733 7.714 -1.967
26 H 2.557 11.677 -0.807
27 H 2.720 12.680 -2.236
28 H 4.001 11.360 -1.747
29 C 3.120 0.806 -3.755
30 F 2.463 0.353 -2.712
31 F 3.555 2.064 -3.499
32 F 4.241 0.050 -3.941
33 S 2.011 0.815 -5.281
34 O 1.107 1.986 -5.031
35 O 2.914 1.062 -6.412
36 N 1.417 -0.842 -5.345
37 S -0.121 -0.533 -5.402
38 O -0.806 -0.331 -4.104
39 O -0.600 0.362 -6.442
40 C -0.716 -2.308 -6.026
41 F -1.718 -2.086 -6.918
42 F 0.331 -2.827 -6.740
43 F -1.110 -3.099 -4.976
44 C 3.099 10.468 -8.392
45 F 2.764 9.788 -9.471
46 F 3.321 9.602 -7.416
47 F 4.233 11.151 -8.632
48 S 1.642 11.672 -7.903
49 O 2.050 12.276 -6.656
50 O 1.510 12.609 -9.066
51 N 0.267 10.615 -7.589
52 S -0.592 10.820 -8.833
53 O -1.407 12.036 -8.689
54 O 0.102 10.653 -10.152
55 C -1.925 9.436 -8.627
56 F -3.113 9.844 -9.129
57 F -1.432 8.403 -9.321
58 F -2.140 9.093 -7.338
59 C 6.013 4.816 -4.470
60 F 6.919 5.287 -5.279
61 F 5.163 4.019 -5.166
62 F 6.605 4.010 -3.576
63 S 5.051 6.222 -3.734
64 O 4.192 6.716 -4.807
65 O 4.389 5.588 -2.658
66 N 6.339 7.434 -3.348
67 S 5.905 7.831 -1.976
68 O 4.503 8.181 -1.786
69 O 6.574 6.922 -0.987
70 C 6.800 9.526 -1.865
71 F 8.161 9.491 -2.114
72 F 6.160 10.440 -2.668
73 F 6.581 9.936 -0.625
74 C 4.615 9.265 1.863
75 F 4.171 8.811 3.016
76 F 5.976 9.431 1.878
77 F 4.293 8.473 0.843
78 S 3.896 11.122 1.719
79 O 4.108 11.651 3.090
80 O 4.590 11.795 0.615
81 N 2.197 10.751 1.338
82 S 1.415 11.941 2.004
83 O 0.964 11.763 3.368
84 O 2.033 13.223 1.653
85 C -0.196 12.132 0.900
86 F -0.952 13.087 1.427
87 F 0.099 12.432 -0.371
88 F -0.853 10.962 0.775
89 C -3.851 6.052 -4.840
90 F -4.543 6.977 -4.108
91 F -3.625 6.513 -6.054
92 F -2.668 5.907 -4.278
93 S -4.723 4.312 -4.943
94 O -3.670 3.372 -5.314
95 O -5.418 4.125 -3.640
96 N -5.938 4.618 -6.139
97 S -5.376 4.015 -7.418
98 O -4.263 4.624 -8.111
99 O -5.199 2.565 -7.442
100 C -6.876 4.361 -8.548
101 F -8.013 3.886 -8.018
102 F -7.164 5.662 -8.723
103 F -6.638 3.892 -9.769
104 C 9.423 15.274 -0.207
105 F 8.631 14.216 -0.049
106 F 9.285 16.147 0.816
107 F 10.737 14.877 -0.371
108 S 8.939 16.174 -1.821
109 O 9.201 17.572 -1.588
110 O 9.669 15.601 -2.957
111 N 7.264 16.094 -1.819
112 S 6.835 15.176 -2.917
113 O 7.151 15.761 -4.190
114 O 7.202 13.754 -2.690
115 C 4.914 15.328 -2.734
116 F 4.492 14.995 -3.983
117 F 4.459 14.413 -1.839
118 F 4.588 16.633 -2.462
119 C 0.385 6.052 -12.013
120 F 1.216 5.774 -12.996
121 F 0.447 7.301 -11.654
122 F -0.833 5.813 -12.437
123 S 0.827 4.981 -10.543
124 O -0.121 5.470 -9.561
125 O 0.538 3.616 -11.032
126 N 2.509 5.502 -10.387
127 S 2.844 4.786 -9.096
128 O 2.187 5.409 -7.911
129 O 2.893 3.350 -9.171
130 C 4.694 5.311 -8.859
131 F 5.066 4.862 -7.668
132 F 5.471 4.674 -9.855
133 F 4.910 6.617 -9.000
134 C -1.519 7.413 0.658
135 F -1.423 6.598 1.738
136 F -2.623 8.131 0.889
137 F -0.427 8.256 0.728
138 S -1.619 6.480 -0.974
139 O -2.943 5.771 -0.917
140 O -1.524 7.541 -1.997
141 N -0.168 5.552 -0.822
142 S -0.751 4.146 -0.928
143 O -1.495 3.663 0.249
144 O -1.388 3.824 -2.214
145 C 0.773 2.923 -0.937
146 F 0.308 1.668 -1.243
147 F 1.576 3.331 -1.861
148 F 1.479 3.012 0.262

Electronic energy   -15194.61607 a.u.
LUMO   8.17 eV
Total charge   -6
Multiplicity   1
Kohn-Sham gap   7.58 eV

C28H16F10LaN6OS2 as an isolated structure. Source: the OMol25 dataset; level of theory: ωB97M-V/def2-TZVPD.

Element x y z (Å)
1 La -1.897 -0.260 0.008
2 F -7.140 -1.306 4.930
3 C -5.924 -1.359 4.401
4 C -5.649 -0.695 3.216
5 F -6.594 0.005 2.597
6 C -4.372 -0.770 2.698
7 F -4.140 -0.101 1.526
8 C -3.332 -1.473 3.286
9 S -1.703 -1.532 2.610
10 C -3.646 -2.127 4.475
11 F -2.712 -2.821 5.120
12 C -4.916 -2.077 5.029
13 F -5.173 -2.712 6.165
14 N 5.277 -2.429 -1.949
15 C 6.646 -2.272 -1.846
16 C 7.712 -2.941 -2.444
17 C 8.973 -2.506 -2.098
18 C 9.174 -1.448 -1.190
19 C 8.115 -0.794 -0.604
20 C 6.828 -1.220 -0.943
21 N 5.600 -0.751 -0.507
22 C 4.720 -1.491 -1.122
23 C 3.275 -1.319 -0.934
24 C 2.321 -2.074 -1.610
25 C 0.982 -1.840 -1.362
26 N 0.560 -0.909 -0.500
27 C 1.483 -0.183 0.151
28 C 2.837 -0.349 -0.032
29 H 4.798 -3.115 -2.503
30 H 7.569 -3.753 -3.143
31 H 9.836 -2.992 -2.533
32 H 10.186 -1.148 -0.954
33 H 8.259 0.020 0.092
34 H 2.588 -2.838 -2.325
35 H 0.222 -2.411 -1.882
36 H 1.112 0.559 0.853
37 H 3.556 0.250 0.506
38 F -2.500 0.864 -7.028
39 C -2.880 0.593 -5.785
40 C -4.224 0.604 -5.441
41 F -5.134 0.890 -6.362
42 C -4.616 0.321 -4.141
43 F -5.916 0.348 -3.865
44 C -3.697 0.019 -3.140
45 S -4.224 -0.331 -1.491
46 C -2.371 0.020 -3.538
47 F -1.397 -0.279 -2.608
48 C -1.935 0.293 -4.817
49 F -0.637 0.268 -5.113
50 C -1.810 4.852 3.484
51 N -1.714 3.814 2.475
52 C -1.705 4.065 1.035
53 C -1.617 2.650 0.513
54 O -1.529 2.235 -0.647
55 N -1.659 1.782 1.542
56 C -1.710 2.496 2.685
57 N -1.747 1.874 3.850
58 H -1.247 5.722 3.155
59 H -1.358 4.511 4.414
60 H -2.847 5.139 3.663
61 H -0.850 4.669 0.731
62 H -2.626 4.542 0.694
63 H -1.690 0.858 3.828
64 H -1.791 2.360 4.728

Electronic energy   -3306.95862 a.u.
LUMO   -3.25 eV
Total charge   +1
Multiplicity   1
Kohn-Sham gap   7.42 eV

C28H17BrClN5O3PdSe as an isolated structure. Source: the OMol25 dataset; level of theory: ωB97M-V/def2-TZVPD.

Element x y z (Å)
1 Pd 0.327 0.151 -0.428
2 Cl 6.010 -3.086 -4.206
3 C 4.988 -2.150 -3.245
4 C 5.525 -1.390 -2.179
5 C 4.701 -0.641 -1.401
6 C 3.275 -0.630 -1.630
7 O 2.532 0.011 -0.853
8 C 2.758 -1.372 -2.757
9 C 1.378 -1.226 -3.167
10 N 0.462 -0.548 -2.574
11 C -0.738 -0.334 -3.307
12 C -0.776 -0.088 -4.654
13 C -2.021 0.040 -5.306
14 C -3.187 -0.088 -4.608
15 C -3.169 -0.318 -3.211
16 C -4.329 -0.477 -2.422
17 C -4.196 -0.716 -1.085
18 C -2.911 -0.738 -0.516
19 N -1.813 -0.563 -1.213
20 C -1.927 -0.397 -2.556
21 C 3.609 -2.117 -3.534
22 H 6.592 -1.419 -2.004
23 H 5.076 -0.046 -0.580
24 H 1.119 -1.707 -4.110
25 H 0.139 0.031 -5.220
26 H -2.039 0.237 -6.368
27 H -4.141 -0.003 -5.110
28 H -5.305 -0.420 -2.887
29 H -5.052 -0.869 -0.445
30 H -2.815 -0.932 0.543
31 H 3.243 -2.677 -4.386
32 Br -3.392 2.455 2.069
33 C -2.778 1.166 3.301
34 C -3.354 1.166 4.562
35 C -2.964 0.225 5.502
36 C -2.004 -0.732 5.196
37 C -1.434 -0.741 3.940
38 C -1.807 0.209 2.980
39 C -1.125 0.144 1.690
40 O -0.408 -0.865 1.368
41 O -1.159 1.071 0.821
42 H -4.109 1.900 4.802
43 H -3.420 0.241 6.483
44 H -1.708 -1.466 5.933
45 H -0.688 -1.479 3.679
46 Se 0.353 4.576 2.476
47 N 1.311 3.784 3.727
48 C 1.664 2.605 3.243
49 C 2.510 1.673 3.907
50 C 2.840 0.541 3.233
51 C 2.296 0.300 1.941
52 N 1.498 1.113 1.303
53 C 1.187 2.308 1.921
54 N 0.489 3.246 1.322
55 H 2.876 1.893 4.900
56 H 3.490 -0.208 3.663
57 H 2.520 -0.643 1.457

Electronic energy   -7139.57808 a.u.
LUMO (alpha / beta)   -6.37 / -8.79 eV
Total charge   +2
Multiplicity   5
⟨S²⟩   6.051
Kohn-Sham gap (alpha / beta)   7.63 / 5.20 eV